C35H65F5O25 | ωB97M-V/def2-TZVPD

Element x y z (Å)
F (-3.562, -1.874, -1.008)
F (5.879, -1.135, 0.467)
F (-0.942, -4.345, 5.143)
F (0.256, -4.729, -5.218)
F (-2.575, 5.414, -2.287)
O (-1.033, -3.730, 2.942)
O (3.872, 1.482, -1.995)
O (1.868, -3.245, -4.849)
O (-3.098, -2.203, -3.911)
O (-3.606, -0.424, 3.444)
O (-1.448, -0.240, 5.597)
O (-2.102, 3.680, -3.624)
O (-5.906, 2.630, 3.767)
O (-0.856, -2.383, 1.092)
O (3.973, -3.756, -4.815)
O (-1.366, 1.493, -0.356)
O (3.995, 0.359, 2.725)
O (2.588, -4.132, -6.675)
O (5.174, -5.597, 0.275)
O (-3.122, 2.079, -2.488)
O (0.215, -0.425, -2.045)
O (-7.701, 2.920, 1.629)
O (0.547, -2.164, 2.859)
O (6.050, -0.163, -2.449)
O (-2.956, -4.437, -4.006)
O (2.539, 3.295, 0.850)
O (-2.441, 1.666, -4.685)
O (4.546, -3.815, -1.043)
O (-2.281, -3.230, -2.237)
O (6.161, -3.456, 0.440)
C (-8.731, 2.465, 0.874)
C (4.594, -2.395, -0.894)
C (-3.335, 3.222, -1.710)
C (3.371, 2.504, 1.735)
C (-6.412, 2.325, 1.453)
C (-2.500, 2.436, -3.657)
C (3.818, 2.006, -3.298)
C (-1.304, 0.876, 4.644)
C (0.845, -1.573, -2.392)
C (5.108, 1.576, -1.164)
C (7.063, -0.689, -3.287)
C (-0.067, 1.585, -0.737)
C (0.744, -3.573, -5.581)
C (-2.832, -0.579, 5.722)
C (0.465, -2.601, 4.212)
C (-4.439, -0.910, 2.480)
C (-2.883, -3.360, -3.377)
C (-5.453, 2.988, 2.499)
C (5.956, -2.230, -0.287)
C (1.299, -3.651, -6.965)
C (6.360, 1.103, -1.913)
C (-0.231, -3.973, 4.052)
C (-3.503, -1.368, 4.494)
C (3.843, -1.026, 2.766)
C (-1.651, 1.077, 0.970)
C (3.013, 4.640, 0.600)
C (-0.431, -2.745, 2.172)
C (-3.114, 4.295, -2.816)
C (3.073, 1.031, 1.808)
C (5.266, -4.394, -0.066)
C (-2.706, -1.164, -3.094)
C (2.932, -3.744, -5.423)
C (0.763, 0.291, -0.956)
C (-5.103, 2.981, 4.881)
C (-2.478, -1.906, -1.761)
H (3.732, -1.715, 1.929)
H (-3.992, 4.540, -3.414)
H (5.190, 2.539, -0.661)
H (3.013, 0.616, 0.802)
H (-6.002, 2.372, 0.444)
H (-1.947, -0.564, -3.597)
H (6.728, -2.092, -1.044)
H (-4.431, 2.633, 2.362)
H (-8.599, 2.651, -0.192)
H (-3.537, 0.218, 5.958)
H (3.243, 2.970, 2.712)
H (6.781, -1.720, -3.499)
H (-0.203, 2.014, -1.729)
H (-1.637, -1.473, -1.219)
H (-3.021, -2.306, 4.218)
H (2.819, 5.304, 1.442)
H (-1.147, 1.701, 1.708)
H (-0.186, -2.019, 4.864)
H (-5.390, -1.016, 3.002)
H (-4.407, 2.144, 4.933)
H (-6.637, 1.290, 1.711)
H (-5.731, 2.956, 5.772)
H (3.756, -2.023, -0.305)
H (4.584, -1.833, -1.828)
H (2.034, 0.953, 2.127)
H (-3.461, -0.431, -2.809)
H (-0.043, -2.820, -5.540)
H (1.469, -2.843, 4.561)
H (0.733, -4.387, -7.537)
H (-4.488, -1.735, 4.785)
H (4.626, -1.424, 3.412)
H (7.317, -0.040, -4.125)
H (4.382, 2.648, 1.355)
H (0.488, -2.412, -1.795)
H (6.509, 1.791, -2.745)
H (-8.763, 1.381, 0.979)
H (-4.734, 3.986, 4.677)
H (-2.102, 1.593, 4.836)
H (0.501, -4.730, 3.770)
H (4.917, 0.915, -0.318)
H (7.251, 1.253, -1.303)
H (4.526, 1.719, -4.075)
H (-2.715, 1.241, 1.139)
H (-1.479, 0.017, 1.157)
H (1.805, 0.562, -1.131)
H (8.027, -0.835, -2.800)
H (-5.319, 4.065, 2.392)
H (-4.578, -0.238, 1.633)
H (1.433, -2.674, -7.428)
H (-2.851, -1.291, 6.547)
H (2.818, 1.745, -3.644)
H (-4.170, -1.868, 2.035)
H (-1.190, 0.470, 3.639)
H (-0.366, 1.326, 4.967)
H (-2.540, 3.290, -0.968)
H (-9.702, 2.853, 1.184)
H (-4.290, 3.361, -1.203)
H (1.916, -1.425, -2.254)
H (0.500, 2.312, -0.156)
H (3.828, 3.096, -3.294)
H (2.907, -1.206, 3.293)
H (0.728, -0.303, -0.043)
H (0.507, -1.853, -3.390)
H (2.492, 5.065, -0.258)
H (4.090, 4.633, 0.431)

Force components x, y, z for each atom (eV/Å):
-1.583 -0.005 1.025
0.871 0.676 1.501
-0.054 0.184 -0.487
-0.738 -2.130 1.008
-0.181 0.278 -0.181
-0.446 0.258 -1.331
1.751 -0.448 1.269
-2.025 0.970 1.880
-2.105 1.163 -2.435
1.646 -0.067 0.614
-1.603 1.078 -1.137
-0.599 1.217 -0.085
-1.453 -0.132 0.163
1.155 -0.991 1.895
-0.525 -0.543 -1.809
-2.080 -1.000 1.418
-0.370 1.553 -2.477
2.334 -0.807 -0.085
0.631 5.116 -1.189
-0.324 -1.194 -1.283
-1.366 2.502 0.462
1.699 2.234 0.903
0.123 0.439 0.139
0.984 -0.063 0.402
-0.449 3.060 2.119
-0.247 -0.396 -0.394
0.165 3.400 5.170
-0.807 -0.468 0.002
0.735 0.082 3.355
-0.567 -0.069 -0.136
-0.551 -1.564 -1.069
0.364 -0.279 -1.023
0.882 1.999 -0.577
0.644 1.929 -0.254
-0.834 0.574 1.591
-0.719 -5.329 -4.423
-0.733 0.947 -0.017
1.083 -1.029 1.637
0.267 -1.494 0.008
-1.115 -0.714 -0.848
0.458 -0.470 0.588
1.933 0.008 -1.802
-0.825 2.444 -1.537
-0.309 -2.712 -0.792
0.145 -2.265 0.642
-1.866 -0.352 -0.973
1.083 -5.062 -3.915
-0.068 -0.967 -0.438
-0.850 -0.716 -0.561
-0.038 -0.249 -0.166
-1.556 1.334 -0.531
1.304 0.855 -0.172
1.010 1.540 1.420
-1.108 -1.014 1.994
-0.398 0.241 -0.019
-0.068 -0.994 0.610
-2.467 0.564 -1.251
0.828 0.280 1.812
-0.814 -0.386 0.214
0.101 -3.404 0.927
-0.195 1.304 1.870
2.012 -0.142 0.535
-0.999 0.471 0.574
-0.607 -0.586 -1.190
2.494 0.856 -1.872
0.521 0.921 -1.016
0.068 0.053 -0.113
0.254 0.503 -0.701
0.755 -0.357 -0.131
-0.144 0.283 -0.264
0.547 -0.447 0.513
0.229 -0.169 0.326
0.302 -0.603 -0.284
-0.012 0.255 -0.317
0.482 0.561 -0.022
0.464 -0.222 0.354
-0.353 0.291 -0.801
0.633 0.194 -0.345
0.059 -0.760 0.143
0.772 0.175 -0.300
-0.047 -0.078 0.294
0.413 0.007 0.034
0.420 0.696 -0.166
-0.699 -0.312 -0.557
0.904 0.595 0.437
0.920 -0.450 0.031
-0.027 0.174 -0.104
0.212 -0.165 0.444
-0.229 -0.623 -0.287
-0.205 -0.367 0.646
-0.661 -0.188 -0.734
0.121 0.202 0.644
-0.049 0.854 0.279
0.252 0.253 -0.290
-0.478 0.426 0.346
0.172 0.128 -0.174
-0.596 -0.165 -0.440
0.378 -0.062 0.467
0.291 -0.306 0.555
0.113 0.213 -0.358
-0.388 -0.495 -0.102
0.674 -0.061 0.562
-0.087 -0.089 -0.601
-0.191 -0.508 0.419
-0.125 -0.338 -0.291
0.163 -0.865 0.346
0.426 -0.690 0.439
-0.095 0.006 -0.169
0.337 -0.066 -0.107
0.139 0.141 -0.259
0.186 0.328 0.722
-0.695 0.401 -0.190
0.236 0.366 0.229
-0.521 -0.049 -0.214
-0.100 0.056 0.201
0.042 -0.169 -0.141
0.393 -0.274 0.203
-0.463 0.377 -0.010
0.072 0.194 -0.295
0.004 0.139 -0.008
0.288 0.284 0.239
-0.237 -0.747 -0.446
0.303 -0.514 -0.583
0.207 -0.093 0.394
0.147 0.342 0.182
-0.271 -0.224 0.336
-0.016 -0.395 0.232
0.611 0.330 -0.220
-0.001 -0.424 -0.065
0.120 0.007 -0.199

LUMO energy: 0.0113 Eh
energy relative to the best compared isomer or geometry (same formula, charge and spin): 89.2 kJ/mol
HOMO level: -9.75 eV
largest force on an atom: 6.96 eV/Å
Kohn-Sham gap: 0.3697 Eh

Results of the Mulliken charge analysis, in e, for atoms 1 through 2: -0.337 -0.188